## one
ORCA calculation (ωB97M-V with the def2-TZVPD basis set) on the ion C7H12 with charge +1.

```
! wB97M-V def2-TZVPD RIJCOSX def2/J DEFGRID3
* xyz 1 2
C -2.143 -0.758 0.542
C -1.033 0.235 0.603
C -1.092 1.304 1.487
C 0.883 -1.105 -0.200
C 0.285 0.131 0.004
C 0.724 1.403 -0.751
C 2.221 -1.218 -0.878
H -2.856 -0.555 -0.262
H -1.801 -1.798 0.486
H -2.729 -0.614 1.453
H -0.402 2.102 1.700
H -2.039 1.364 2.019
H 0.229 -1.947 0.000
H 1.482 2.024 -0.280
H 0.885 1.165 -1.807
H -0.203 1.968 -0.778
H 2.316 -0.494 -1.695
H 3.079 -1.031 -0.234
H 2.195 -2.175 -1.408
*
```

Results
* LUMO energy (alpha / beta): -4.48 / -7.63 eV

## two
ORCA calculation (ωB97M-V with the def2-TZVPD basis set) on the ion C7H12 with charge +1.

```
! wB97M-V def2-TZVPD RIJCOSX def2/J DEFGRID3
* xyz 1 2
C -0.373 -1.686 -0.968
C 0.538 -0.789 0.066
C 1.798 -1.351 0.416
C 0.462 0.859 0.120
C -0.696 0.254 0.659
C -1.886 0.949 1.224
C 0.369 1.572 -1.232
H -1.196 -2.016 -0.364
H -0.668 -1.133 -1.842
H 0.303 -2.530 -1.187
H 2.044 -1.950 1.289
H 2.743 -0.970 0.019
H 1.164 1.286 0.849
H -1.618 2.018 1.339
H -2.767 0.904 0.573
H -2.149 0.575 2.215
H 0.054 2.628 -1.128
H 1.344 1.607 -1.693
H -0.319 1.065 -1.905
*
```

Results
* LUMO energy (alpha / beta): -6.34 / -6.28 eV

Most stable: one (next structure +365.4 kJ/mol)

## one
ORCA calculation (ωB97M-V with the def2-TZVPD basis set) on the molecule C9H12N2.

```
! wB97M-V def2-TZVPD RIJCOSX def2/J DEFGRID3
* xyz 0 1
C -3.562 0.347 0.146
C -2.860 -1.106 -0.130
C -1.571 -1.461 0.013
C -0.228 -0.777 0.076
C -0.019 0.565 -0.025
C 1.249 1.077 0.014
C 1.430 2.604 -0.071
C 2.329 0.202 0.140
C 2.038 -1.104 -0.003
N 3.022 -2.066 0.073
N 0.759 -1.604 -0.045
H -3.626 0.818 -0.788
H -2.995 0.995 0.826
H -4.551 0.199 0.413
H -3.540 -1.873 -0.478
H -1.474 -2.466 0.434
H -0.871 1.184 -0.154
H 0.697 3.118 -0.687
H 1.516 3.050 0.978
H 2.406 2.814 -0.583
H 3.357 0.471 0.451
H 3.737 -1.932 -0.562
H 2.758 -3.055 -0.037
*
```

Results
* SMILES string: C/C=C\c1cc(C)cc(N)n1
* LUMO energy: 0.83 eV

## two
ORCA calculation (ωB97M-V with the def2-TZVPD basis set) on the molecule C9H12N2.

```
! wB97M-V def2-TZVPD RIJCOSX def2/J DEFGRID3
* xyz 0 1
C 0.147 1.781 0.180
N 0.945 0.632 -0.166
C 2.292 0.888 -0.230
C 3.266 -0.048 -0.206
C 2.858 -1.402 0.001
C 1.571 -1.657 0.292
C 0.476 -0.633 0.157
N -0.662 -1.208 0.129
C -1.699 -0.275 -0.253
C -3.060 -0.844 -0.642
C -2.938 0.116 0.554
H -0.246 2.252 -0.758
H -0.688 1.548 0.847
H 0.734 2.518 0.752
H 2.586 1.911 -0.333
H 4.285 0.280 -0.147
H 3.682 -2.149 0.074
H 1.144 -2.641 0.482
H -1.356 0.396 -1.021
H -3.353 -1.924 -0.321
H -3.554 -0.496 -1.560
H -3.016 -0.196 1.621
H -3.413 1.150 0.549
*
```

Results
* SMILES string: Cn1cccc/c1=N/C1CC1
* LUMO energy: 0.82 eV

Most stable: one (next structure +119.0 kJ/mol)

## one
ORCA calculation (ωB97M-V with the def2-TZVPD basis set) on a cluster of 9 separate species, C21H64N4O9 in total.

```
! wB97M-V def2-TZVPD RIJCOSX def2/J DEFGRID3
* xyz 0 1
C 1.358 2.227 1.406
O 2.267 1.159 1.143
C 1.618 0.122 0.479
C 2.880 -0.679 0.074
C 2.502 -2.041 -0.606
N 3.557 -1.023 1.332
H 1.722 3.126 1.904
H 0.541 1.849 2.021
H 0.939 2.564 0.458
H 1.015 -0.493 1.148
H 1.090 0.418 -0.427
H 3.551 -0.117 -0.576
H 3.260 -2.269 -1.355
H 1.557 -1.915 -1.134
H 2.480 -2.883 0.086
H 2.928 -1.688 1.757
H 3.480 -0.173 1.872
C -2.978 2.521 6.882
O -3.891 1.632 7.631
C -4.906 1.028 6.814
C -6.173 1.955 6.699
C -6.661 2.390 8.088
N -7.217 1.296 5.980
H -2.574 3.142 7.682
H -3.291 3.228 6.113
H -2.188 1.893 6.471
H -4.489 0.787 5.836
H -5.141 0.081 7.299
H -6.055 2.917 6.202
H -5.934 2.704 8.837
H -7.135 1.494 8.488
H -7.417 3.171 8.168
H -7.281 0.488 6.582
H -6.878 1.001 5.075
C -3.209 2.966 -4.495
O -3.313 1.714 -5.073
C -2.146 1.338 -5.662
C -1.737 -0.141 -5.383
C -0.433 -0.603 -5.942
N -2.699 -1.105 -5.842
H -2.555 3.107 -3.635
H -4.117 3.344 -4.027
H -2.850 3.713 -5.204
H -2.146 1.577 -6.726
H -1.245 1.876 -5.366
H -1.632 -0.394 -4.328
H 0.384 -0.105 -5.420
H -0.353 -0.456 -7.019
H -0.374 -1.672 -5.739
H -3.587 -0.986 -5.376
H -2.350 -1.937 -5.388
C -2.014 -8.304 -5.978
O -2.211 -7.832 -4.603
C -2.827 -8.753 -3.710
C -3.024 -8.154 -2.296
C -1.751 -7.747 -1.601
N -3.833 -9.119 -1.427
H -1.357 -9.171 -5.915
H -1.524 -7.538 -6.579
H -2.831 -8.624 -6.624
H -3.709 -9.199 -4.169
H -2.105 -9.566 -3.639
H -3.731 -7.332 -2.412
H -1.007 -8.536 -1.706
H -1.961 -7.629 -0.538
H -1.347 -6.822 -2.013
H -3.173 -9.755 -1.004
H -4.466 -9.687 -1.973
C 1.825 8.576 -0.038
O 0.978 8.190 -1.141
H 1.249 8.956 0.806
H 2.301 7.671 0.339
H 2.571 9.355 -0.198
H 1.313 7.543 -1.766
C 7.151 -6.337 0.969
O 7.424 -7.706 1.104
H 7.874 -5.779 0.374
H 6.144 -6.111 0.621
H 7.207 -5.948 1.986
H 6.613 -8.206 1.218
C 3.533 4.066 -3.475
O 2.558 4.922 -4.067
H 4.476 4.384 -3.920
H 3.484 4.270 -2.405
H 3.488 3.021 -3.783
H 2.927 5.058 -4.943
C 8.725 1.976 -0.735
O 9.090 2.461 -2.028
H 7.737 2.411 -0.579
H 8.614 0.894 -0.810
H 9.348 2.195 0.132
H 8.930 3.407 -2.055
C 0.959 8.764 7.465
O 0.446 8.088 6.345
H 0.716 9.825 7.416
H 0.778 8.219 8.391
H 2.046 8.693 7.448
H 0.196 8.765 5.712
*
```

Results
* SMILES string: COC[C@H](C)N.COC[C@H](C)N.COC[C@H](C)N.COC[C@H](C)N.CO.CO.CO.CO.CO
* LUMO energy: 0.15 eV

## two
ORCA calculation (ωB97M-V with the def2-TZVPD basis set) on a cluster of 9 separate species, C21H64N4O9 in total.

```
! wB97M-V def2-TZVPD RIJCOSX def2/J DEFGRID3
* xyz 0 1
C 6.805 8.143 -3.498
O 5.668 7.314 -3.300
C 6.002 5.940 -3.205
C 4.842 5.078 -2.729
C 4.396 5.349 -1.238
N 5.002 3.693 -3.001
H 7.414 8.381 -2.627
H 6.519 9.086 -3.965
H 7.494 7.670 -4.197
H 6.394 5.580 -4.156
H 6.762 5.790 -2.438
H 4.064 5.384 -3.429
H 3.473 4.808 -1.031
H 4.277 6.423 -1.097
H 5.144 4.962 -0.545
H 5.234 3.658 -3.983
H 4.094 3.252 -3.039
C -10.194 2.258 -6.496
O -9.146 1.289 -6.328
C -8.537 1.382 -5.028
C -7.114 0.729 -4.928
C -5.990 1.537 -5.611
N -6.998 -0.663 -5.363
H -11.006 2.201 -5.772
H -10.612 2.011 -7.472
H -9.816 3.277 -6.581
H -8.465 2.412 -4.680
H -9.213 0.847 -4.361
H -6.905 0.768 -3.858
H -5.010 1.116 -5.388
H -5.997 2.572 -5.269
H -6.044 1.603 -6.698
H -7.464 -0.804 -6.248
H -7.669 -1.174 -4.807
C 0.094 0.521 6.213
O 1.139 -0.216 6.790
C 2.067 0.671 7.505
C 3.218 -0.114 8.186
C 2.654 -0.906 9.342
N 4.150 0.888 8.715
H -0.488 -0.083 5.516
H 0.419 1.480 5.811
H -0.599 0.888 6.971
H 2.479 1.284 6.703
H 1.534 1.386 8.132
H 3.719 -0.718 7.430
H 2.000 -1.699 8.980
H 2.096 -0.372 10.112
H 3.490 -1.434 9.800
H 4.673 1.258 7.934
H 4.857 0.371 9.219
C 3.849 -3.098 3.061
O 4.598 -4.050 3.890
C 4.366 -5.366 3.488
C 5.057 -6.333 4.411
C 4.394 -6.183 5.849
N 6.507 -6.110 4.469
H 3.961 -2.062 3.380
H 2.793 -3.225 3.299
H 4.053 -3.122 1.991
H 3.302 -5.583 3.393
H 4.803 -5.466 2.494
H 4.853 -7.371 4.149
H 3.322 -6.372 5.804
H 4.521 -5.149 6.171
H 4.777 -6.892 6.583
H 6.951 -6.468 3.636
H 6.557 -5.117 4.289
C -6.016 -1.913 0.908
O -6.440 -0.671 1.368
H -5.159 -2.221 1.508
H -6.827 -2.624 1.064
H -5.740 -1.872 -0.146
H -6.642 -0.671 2.307
C -1.504 5.899 -3.724
O -1.936 7.216 -3.858
H -2.256 5.416 -3.100
H -1.387 5.416 -4.694
H -0.544 5.718 -3.240
H -1.229 7.756 -4.217
C -1.661 -3.607 -6.157
O -2.079 -3.037 -4.890
H -2.125 -4.569 -6.374
H -1.938 -2.913 -6.951
H -0.582 -3.704 -6.273
H -2.986 -2.762 -5.047
C -0.573 0.097 -0.630
O 0.055 -0.022 -1.878
H -0.909 -0.920 -0.427
H -0.041 0.516 0.224
H -1.497 0.654 -0.785
H -0.457 -0.694 -2.334
C -1.891 -7.176 -0.473
O -3.141 -7.832 -0.663
H -1.422 -7.429 0.477
H -1.145 -7.526 -1.186
H -2.091 -6.117 -0.633
H -3.409 -7.517 -1.530
*
```

Results
* SMILES string: COC[C@H](C)N.COC[C@H](C)N.COC[C@H](C)N.COC[C@H](C)N.CO.CO.CO.CO.CO
* LUMO energy: 0.16 eV

Most stable: two (next structure +137.8 kJ/mol)